# 1
This record from the Open Molecules 2025 dataset describes C31H25Cl5N2O4PRuS as an isolated structure. The level of theory is the ωB97M-V functional and the def2-TZVPD basis.

```
! RIJCOSX wB97M-V def2-TZVPD def2/J DEFGRID3
* xyz 0 2
Ru 0.047 -0.681 1.590
C -1.229 0.246 3.063
C -0.429 -0.719 3.758
C -0.690 -1.998 3.220
C -1.693 -1.842 2.190
C -2.046 -0.454 2.128
H -1.249 1.302 3.262
H 0.274 -0.495 4.542
H -0.217 -2.916 3.522
H -2.057 -2.633 1.555
H -2.789 -0.023 1.479
O 0.707 -1.351 -0.959
S 2.077 -0.831 -1.242
O 2.884 -1.687 -2.077
O 2.708 -0.376 -0.019
C 1.741 0.674 -2.116
C 2.434 0.975 -3.273
C 2.218 2.191 -3.905
C 1.317 3.094 -3.370
C 0.619 2.782 -2.211
C 0.819 1.565 -1.566
P -0.252 1.061 -0.148
C -0.777 2.677 0.552
C 0.161 3.688 0.762
C -0.195 4.869 1.390
C -1.496 5.057 1.833
C -2.440 4.062 1.632
C -2.082 2.885 0.992
C -1.743 0.537 -1.095
C -2.466 1.483 -1.823
C -3.578 1.116 -2.562
C -3.983 -0.209 -2.588
C -3.267 -1.160 -1.879
C -2.151 -0.795 -1.140
H 3.136 0.249 -3.658
H 2.757 2.435 -4.810
H 1.148 4.046 -3.856
H -0.083 3.501 -1.814
H 1.187 3.547 0.443
H 0.549 5.639 1.543
H -1.775 5.978 2.329
H -3.460 4.204 1.964
H -2.840 2.133 0.816
H -2.165 2.522 -1.808
H -4.126 1.865 -3.118
H -4.853 -0.498 -3.164
H -3.568 -2.200 -1.906
H -1.588 -1.566 -0.626
C -0.894 -5.134 -3.159
N -1.222 -4.548 -1.878
C -0.302 -4.179 -0.938
N 1.010 -4.271 -1.305
O -0.650 -3.816 0.186
H -1.814 -5.447 -3.646
H -0.243 -6.006 -3.058
H -0.411 -4.406 -3.815
H -2.147 -4.671 -1.507
H 1.236 -4.206 -2.285
H 1.612 -3.699 -0.733
Cl 1.458 2.217 3.170
C 2.419 0.787 3.046
C 1.887 -0.371 2.485
C 2.706 -1.498 2.518
Cl 2.084 -2.971 1.854
C 4.011 -1.476 2.998
Cl 4.979 -2.898 2.964
C 4.532 -0.287 3.498
Cl 6.153 -0.230 4.076
C 3.730 0.848 3.530
Cl 4.371 2.315 4.168
*
```

The orbital gap (spin up / spin down) comes out at 8.14 / 7.03 eV. As for the expectation value of S²: 0.76. The HOMO energy (spin up / spin down) comes out at -0.3098 / -0.3065 hartree. For the strongest force on any atom, the calculation gives 0.018 hartree/bohr. Its energy above the lowest of the compared OMol25 structures with the same formula, charge and spin is 1.687 eV.

Löwdin atomic charge list, values in e, 5 entries: Ru 1.1078; C -0.1952; C -0.1459; C -0.1588; C -0.1511

***

# 2
This record from the Open Molecules 2025 dataset describes C31H42BrN2O9P2Re as an isolated structure in a non-equilibrium geometry. The level of theory is the ωB97M-V functional and the def2-TZVPD basis.

```
! RIJCOSX wB97M-V def2-TZVPD def2/J DEFGRID3
* xyz 1 2
Re -0.838 -0.804 0.984
C 0.439 -1.159 -1.223
C -0.578 -2.098 -1.109
C -0.350 -2.734 0.171
C 0.863 -2.169 0.729
C 1.361 -1.216 -0.136
C 2.671 -0.455 -0.059
C 2.805 0.284 1.260
C 3.784 -1.520 -0.164
C 2.804 0.491 -1.249
C -0.904 -3.992 0.876
C -2.003 -3.450 1.805
C -1.497 -5.100 0.004
C 0.185 -4.673 1.725
C -1.621 -2.302 -2.209
C -3.045 -2.383 -1.654
C -1.256 -3.559 -3.016
C -1.563 -1.137 -3.212
H 0.523 -0.446 -2.029
H 1.361 -2.546 1.602
H 2.727 -0.394 2.114
H 2.031 1.044 1.364
H 3.778 0.775 1.310
H 3.775 -2.188 0.699
H 4.754 -1.024 -0.202
H 3.678 -2.122 -1.070
H 2.037 1.261 -1.272
H 2.772 -0.065 -2.190
H 3.762 1.008 -1.208
H -2.891 -3.154 1.250
H -0.868 -2.361 3.092
H -2.282 -4.137 2.603
H -2.326 -4.778 -0.618
H -1.869 -5.887 0.663
H -0.734 -5.547 -0.632
H 0.527 -4.075 2.570
H 1.056 -4.918 1.119
H -0.212 -5.602 2.136
H -3.242 -3.290 -1.082
H -3.757 -2.371 -2.481
H -3.253 -1.528 -1.012
H -1.368 -4.474 -2.450
H -0.226 -3.499 -3.374
H -1.905 -3.628 -3.890
H -1.660 -0.169 -2.722
H -2.382 -1.245 -3.924
H -0.638 -1.149 -3.792
O -4.831 0.287 2.265
P -3.401 0.799 1.851
O -3.370 2.184 1.329
O -2.814 -0.360 1.001
O -2.537 0.702 3.219
P -0.976 1.188 3.523
O -0.959 2.480 2.451
O -1.505 -2.204 2.381
O -0.162 0.088 2.668
H -5.452 1.015 2.421
H -1.877 2.730 2.146
C -3.845 1.160 -1.828
O -2.531 1.037 -1.287
C -1.650 2.008 -1.611
C -1.796 2.863 -2.696
C -0.831 3.824 -2.939
Br -1.036 4.960 -4.428
C 0.260 3.982 -2.106
C 0.414 3.140 -1.008
C -0.518 2.119 -0.802
O -0.340 1.215 0.273
C 1.565 3.424 -0.115
N 2.772 3.635 -0.548
C 3.519 3.908 0.589
C 4.882 4.175 0.719
C 5.372 4.401 1.989
C 4.533 4.367 3.116
C 3.182 4.102 3.006
C 2.699 3.871 1.721
N 1.442 3.554 1.243
H -4.230 2.166 -1.657
H -4.461 0.445 -1.290
H -3.861 0.928 -2.894
H -2.656 2.789 -3.344
H 0.994 4.755 -2.280
H -0.444 1.751 1.114
H 5.522 4.209 -0.153
H 6.423 4.616 2.126
H 4.957 4.555 4.093
H 2.539 4.079 3.875
H 0.582 3.544 1.768
*
```

The orbital gap (spin up / spin down) comes out at 6.76 / 6.71 eV. As for the expectation value of S²: 0.76. The HOMO energy (spin up / spin down) comes out at -0.3880 / -0.3880 hartree. For the strongest force on any atom, the calculation gives 0.061 hartree/bohr. Its energy above the lowest of the compared OMol25 structures with the same formula, charge and spin is 2.286 eV.

Löwdin atomic charge list, values in e, 5 entries: Re 1.6994; C 0.0263; C -0.1230; C -0.2289; C -0.1424

***

# 3
This record from the Open Molecules 2025 dataset describes an isolated molecule of C5H8O2. The level of theory is the ωB97M-V functional and the def2-TZVPD basis.

```
! RIJCOSX wB97M-V def2-TZVPD def2/J DEFGRID3
* xyz 0 1
C -1.325 -0.907 -0.692
C 0.096 -0.758 -0.168
C 1.036 0.214 -0.881
O 0.473 1.521 -0.730
C 1.267 0.993 0.336
C 0.300 0.118 1.132
O -0.817 0.773 1.654
H -1.450 -1.826 -1.272
H -1.599 -0.060 -1.331
H -2.028 -0.930 0.147
H 0.574 -1.735 -0.029
H 1.683 0.064 -1.740
H 2.122 1.577 0.661
H 0.767 -0.440 1.948
H -1.099 1.395 0.965
*
```

The orbital gap comes out at 10.93 eV. As for the structure (SMILES): C[C@@H]1[C@H](O)[C@@H]2O[C@H]12. The HOMO energy comes out at -0.3637 hartree. For the strongest force on any atom, the calculation gives 0.007 hartree/bohr. Its energy above the lowest of the compared OMol25 structures with the same formula, charge and spin is 2.281 eV.

Löwdin atomic charge list, values in e, 5 entries: C -0.0497; C -0.2287; C -0.1878; O -0.0084; C -0.1660

***

# 4
This record from the Open Molecules 2025 dataset describes C41H32Cl4N4O6V as an isolated structure in a non-equilibrium geometry. The level of theory is the ωB97M-V functional and the def2-TZVPD basis.

```
! RIJCOSX wB97M-V def2-TZVPD def2/J DEFGRID3
* xyz -2 4
V -1.108 0.851 -0.403
Cl -3.236 5.771 -4.578
C -3.056 4.242 -3.770
C -3.858 3.170 -4.111
Cl -5.065 3.339 -5.352
C -3.708 1.944 -3.446
Cl -4.704 0.582 -3.852
C -2.758 1.773 -2.443
O -2.576 0.662 -1.787
C -1.934 2.889 -2.088
O -1.048 2.699 -1.139
C -2.096 4.094 -2.757
Cl -1.057 5.411 -2.313
C -4.594 2.613 1.596
C -3.968 3.445 2.558
C -2.616 3.377 2.730
C -1.843 2.476 1.953
N -2.468 1.699 0.998
C -3.794 1.789 0.843
C -0.432 2.337 2.072
C 0.336 2.908 3.119
C 1.689 2.716 3.157
C 2.318 1.951 2.156
C 1.518 1.403 1.177
N 0.199 1.572 1.126
H -5.661 2.639 1.426
H -4.553 4.153 3.133
H -2.127 4.032 3.437
H -4.200 1.164 0.055
H -0.152 3.480 3.896
H 2.271 3.147 3.964
H 3.386 1.787 2.144
H 1.930 0.800 0.375
C -3.106 -1.703 1.670
C -2.114 -1.958 0.554
O -1.438 -0.976 0.206
C -1.982 -3.265 -0.024
C -3.047 -4.180 0.158
C -3.081 -5.412 -0.436
C -1.997 -5.783 -1.269
C -0.926 -4.963 -1.441
C -0.804 -3.677 -0.775
O 0.269 -3.043 -0.827
H -2.861 -0.743 2.116
H -3.064 -2.489 2.424
H -4.122 -1.655 1.272
H -3.895 -3.872 0.759
H -3.925 -6.074 -0.296
H -2.025 -6.739 -1.784
H -0.092 -5.245 -2.073
C 6.647 0.311 -3.231
C 5.149 0.396 -3.085
C 4.540 1.578 -2.681
C 3.157 1.682 -2.566
C 2.507 2.976 -2.149
C 2.375 0.567 -2.866
C 2.957 -0.634 -3.265
C 2.089 -1.832 -3.539
C 4.343 -0.701 -3.369
C 0.871 0.670 -2.708
O 0.179 1.015 -3.652
O 0.496 0.385 -1.512
H 7.152 0.945 -2.500
H 6.969 0.637 -4.224
H 6.999 -0.712 -3.093
H 5.155 2.442 -2.443
H 2.170 3.533 -3.027
H 3.206 3.601 -1.592
H 1.619 2.810 -1.536
H 1.601 -2.184 -2.626
H 2.674 -2.650 -3.963
H 1.291 -1.572 -4.237
H 4.804 -1.638 -3.674
N 1.614 -2.993 2.348
C 0.872 -1.982 1.797
N 0.310 -1.213 2.684
C 0.703 -1.736 3.904
C 0.399 -1.309 5.195
C 0.918 -2.026 6.259
C 1.730 -3.151 6.054
C 2.048 -3.588 4.779
C 1.525 -2.863 3.715
H 2.092 -3.701 1.822
H 0.750 -1.907 0.721
H -0.224 -0.436 5.340
H 0.695 -1.716 7.272
H 2.115 -3.690 6.911
H 2.678 -4.456 4.624
*
```

The orbital gap (spin up / spin down) comes out at 4.55 / 6.14 eV. As for the expectation value of S²: 3.78. The HOMO energy (spin up / spin down) comes out at -0.0152 / -0.0736 hartree. For the strongest force on any atom, the calculation gives 0.028 hartree/bohr. Its energy above the lowest of the compared OMol25 structures with the same formula, charge and spin is 1.396 eV.

Löwdin atomic charge list, values in e, 5 entries: V 1.0483; Cl 0.5875; C -0.7222; C -0.7203; Cl 0.5885